(1)
C8H28O6 as an isolated structure at a distorted geometry. Source: OMol25; level of theory: ωB97M-V/def2-TZVPD.

Geometry as XYZ:
```
42
Properties=species:S:1:pos:R:3:forces:R:3
C 1.232053 0.016958 2.666929 1.02 -0.80 0.23
C 2.011493 0.212442 1.375602 0.92 -1.58 2.59
O 1.453418 1.418700 0.923070 17.77 -0.48 4.33
H 0.167343 0.063948 2.438319 0.21 -0.71 0.30
H 1.475443 0.838060 3.341219 -0.06 0.18 0.02
H 1.592277 -0.875073 3.179406 -0.63 -0.26 0.03
H 1.902978 -0.581035 0.636188 0.32 0.17 0.79
H 3.088229 0.214327 1.545095 0.11 0.86 0.12
H 1.922070 2.121993 1.378409 0.04 0.57 -0.15
C 0.234298 -3.546921 -3.061150 -0.41 0.53 0.92
C 0.165988 -2.124173 -2.457109 1.79 -2.99 -1.89
O 1.454214 -1.749234 -1.864645 -0.11 -1.39 -1.41
H 0.769279 -3.588573 -4.009920 -0.47 -0.28 -0.06
H -0.804134 -3.873456 -3.005240 -0.24 -0.08 -1.31
H 0.634017 -4.281456 -2.362023 0.75 0.36 0.14
H -0.544147 -2.223346 -1.636153 -0.53 -0.40 -1.58
H -0.084897 -1.388987 -3.221732 -0.46 0.03 0.29
H 1.971465 -1.414246 -2.600731 0.31 -0.13 -0.06
C -3.350935 0.328771 1.458889 -1.00 -0.79 0.54
O -3.793224 1.271908 2.478431 -0.15 -0.87 -0.55
H -3.785704 -0.670613 1.476677 -0.58 0.00 1.08
H -3.698074 0.633432 0.471580 0.55 0.45 -0.15
H -2.275066 0.171129 1.534821 -1.85 -0.42 0.06
H -3.957171 2.090508 2.004493 -0.20 0.03 0.25
C -1.297626 1.910573 1.392261 1.79 3.26 1.12
O -0.315560 1.609729 0.397885 -13.09 6.10 1.45
H -1.192145 1.162396 2.177892 -0.84 0.36 -0.16
H -1.061130 2.844660 1.901831 0.21 0.46 -0.08
H -2.264441 2.085781 0.920379 0.42 -0.32 0.33
H 0.527369 1.458393 0.831664 -4.70 -0.50 1.72
C -0.057929 -0.511120 -0.508590 -1.79 0.54 0.03
O -1.260318 -0.189832 0.198520 -0.35 -6.43 -1.65
H 0.026420 -1.513057 -0.929413 -0.62 1.80 4.27
H -0.045384 -0.004283 -1.473496 -0.96 0.36 0.36
H 0.883340 -0.212361 -0.047215 -2.39 -0.61 -0.87
H -1.280784 0.767458 0.267664 -0.12 -1.64 -1.90
C 1.854616 1.084488 -1.487228 0.09 1.02 -0.92
O 0.944954 2.159559 -1.195832 4.12 0.30 -5.58
H 2.479604 0.887665 -0.616164 0.70 0.09 -0.96
H 1.398220 0.126769 -1.737376 0.46 1.19 0.01
H 2.465750 1.256083 -2.373334 0.29 0.92 0.08
H 0.413831 2.012034 -0.409871 -0.34 1.10 -1.79
```
Forces are in eV/Å.

Properties
charge = 0
Kohn-Sham gap = 8.91 eV
multiplicity = 1
relative energy (zero: lowest compared OMol25 entry of this formula, charge and spin) = 364.6 kcal per mole

=====

(2)
A 7-piece molecular cluster, C8H30N12O8 overall at a distorted geometry. Source: OMol25; level of theory: ωB97M-V/def2-TZVPD.

Geometry as XYZ:
```
58
Properties=species:S:1:pos:R:3:forces:R:3
C 1.050051 -1.837865 4.041858 -0.86 1.82 -2.22
O 0.633482 -0.694901 4.182174 -0.99 0.72 0.04
N 1.942155 -2.382462 4.767138 3.89 -2.13 4.58
N 0.814707 -2.603741 2.981640 -1.75 -0.87 -1.98
H 2.344888 -1.938657 5.580129 -0.40 0.09 -0.15
H 2.230026 -3.339374 4.620339 0.04 0.36 0.03
H 1.141486 -3.559409 2.978682 -0.25 0.35 -0.51
H 0.301393 -2.203767 2.209225 0.04 -0.38 -0.12
C 3.109228 0.923258 -1.909453 -2.40 -4.92 -1.54
O 2.677473 -0.202787 -2.236829 -0.84 -0.29 -0.50
N 4.137149 0.988479 -1.179415 4.70 0.43 3.16
N 2.579983 2.048123 -2.171133 -2.12 4.72 -1.26
H 4.581641 0.108628 -0.959470 0.22 0.62 0.40
H 4.286432 1.903677 -0.779119 1.01 -0.76 0.53
H 1.807049 2.114638 -2.817867 -0.20 -0.22 -0.30
H 3.156921 2.864249 -2.025623 -0.40 0.00 -0.20
C 0.122315 4.575214 0.915694 -2.07 0.33 -1.17
O -0.274031 3.876369 1.810819 -0.11 -2.18 2.29
N 0.349698 5.854604 1.142227 1.17 1.78 -0.34
N 0.016846 4.160768 -0.368238 0.68 -0.21 -0.35
H 0.134261 6.167788 2.077952 0.22 0.27 -0.39
H 0.459160 6.460362 0.341484 -0.01 0.34 0.67
H -0.373970 3.231081 -0.423399 0.11 0.40 -0.72
H 0.273959 4.740050 -1.154629 -0.18 -0.53 0.06
C -0.319623 0.770857 -3.791223 2.41 0.12 1.31
O 0.522206 1.619403 -3.872469 2.19 2.15 -0.96
N -1.564619 0.988736 -3.911223 -5.50 0.92 -0.97
N -0.115703 -0.445815 -3.353261 1.25 -3.72 0.76
H -1.909636 1.879542 -4.239154 -0.23 -0.43 0.22
H -2.084100 0.232915 -3.488167 -1.17 1.07 -0.59
H -0.882763 -1.102821 -3.345648 0.57 -0.10 -0.02
H 0.773185 -0.717785 -2.958277 0.31 0.21 -0.27
C 0.125941 -4.049190 -1.685818 1.47 0.54 -2.57
O -0.333419 -4.139264 -0.659424 -5.54 -0.94 11.07
N -0.220832 -4.693482 -2.698789 -2.20 -4.70 -6.24
N 0.999225 -3.193548 -1.956863 6.91 6.17 -2.16
H -0.900705 -5.434492 -2.605083 0.39 0.00 -0.32
H 0.382397 -4.581166 -3.501032 -0.86 -0.72 -0.30
H 1.572447 -3.313355 -2.779766 -0.02 0.47 0.15
H 1.337773 -2.464941 -1.344817 -0.02 -0.46 0.28
C -3.944479 -0.913717 3.024856 -2.66 -1.78 3.14
O -4.811805 -1.360053 3.732168 0.45 -0.89 -0.12
N -2.771212 -1.490309 2.659674 0.96 -1.86 -0.79
N -3.961718 0.241990 2.468743 0.46 5.08 -2.09
H -2.762147 -2.500242 2.665873 0.51 -0.41 0.30
H -2.261967 -1.028354 1.919825 1.11 -0.25 -0.29
H -4.707564 0.919499 2.538052 -0.41 -0.37 0.17
H -3.073775 0.643739 2.203665 0.20 0.59 -0.62
C -0.705547 -0.249795 -0.211356 2.46 1.93 -0.69
C -0.373388 0.937366 0.798379 0.10 -1.73 -3.37
O -1.535100 1.660425 0.890760 -2.83 0.09 1.74
O -0.724328 -1.476653 0.389147 -1.18 -1.34 2.21
H 0.105766 -0.306722 -0.937041 0.34 0.51 0.03
H -1.547469 -0.022058 -0.865110 -0.69 0.20 0.55
H 0.212219 1.622224 0.185086 1.55 -0.64 0.56
H 0.044262 0.628954 1.756795 0.28 -0.10 -0.13
H -1.320349 2.285428 1.587074 -0.14 1.31 0.14
H -0.745473 -2.201644 -0.239763 0.05 -0.66 -0.14
```
Forces are in eV/Å.

Properties
charge = +1
Kohn-Sham gap (alpha / beta) = 9.59 / 3.26 eV
multiplicity = 2

=====

(3)
A 7-piece molecular cluster, C8H30N4O10 overall at a distorted geometry. Source: OMol25; level of theory: ωB97M-V/def2-TZVPD.

Geometry as XYZ:
```
52
Properties=species:S:1:pos:R:3:forces:R:3
N 1.611966 1.755673 1.697366 6.35 2.52 4.55
C 0.576266 1.593253 1.023936 -3.94 -0.05 -2.26
N 0.438086 0.321873 0.830796 -1.49 -5.58 -1.53
O -0.219954 2.383472 0.608226 -1.52 2.87 -1.07
H 1.998966 0.874833 2.004696 0.88 1.14 0.56
H 1.788736 2.635383 2.161016 0.17 -0.35 0.10
H 1.002506 -0.306347 1.384756 -0.55 -0.44 -0.75
H -0.166394 -0.023008 0.098846 0.07 -0.03 0.43
N 0.079636 5.851953 -2.745364 4.33 -3.38 -0.54
C -0.774864 6.814842 -2.862894 -1.12 2.80 -1.75
N -1.628314 6.702612 -1.864004 -2.91 0.72 2.09
O -0.796654 7.671082 -3.749714 0.10 -0.38 0.68
H -0.003564 5.201603 -1.977104 0.37 0.13 -0.31
H 1.004766 5.967773 -3.133724 -0.33 -0.18 -0.18
H -1.493644 5.942482 -1.212724 -0.56 0.59 0.07
H -2.365184 7.382523 -1.742174 0.12 -0.39 -0.03
O -1.065484 -5.503557 -4.045864 0.50 0.31 0.99
C 0.219746 -6.077288 -3.773674 1.53 0.21 -1.07
C 1.347846 -5.077137 -3.205814 -3.45 -0.28 0.84
O 0.897856 -4.688988 -1.849764 1.26 -0.68 -0.78
H -1.508564 -6.146787 -4.604024 -0.19 0.13 0.02
H 0.201176 -6.976047 -3.157234 -0.38 0.32 0.78
H 0.493316 -6.509077 -4.736384 0.92 0.24 -0.25
H 1.426326 -4.142867 -3.761754 0.08 -0.29 -0.46
H 2.304266 -5.597667 -3.156724 -0.20 0.08 0.28
H 0.058896 -4.226817 -1.914204 -0.08 0.00 -0.35
O -5.260454 -2.365588 -4.449994 -0.08 -1.08 0.08
C -5.045114 -0.999458 -4.189804 -0.35 -0.19 1.08
C -4.102354 -0.881437 -2.988764 -0.31 0.27 -0.02
O -2.843214 -1.395817 -3.292874 0.97 0.12 -0.36
H -5.926964 -2.420037 -5.138754 0.04 -0.21 -0.04
H -4.664494 -0.600058 -5.129864 0.27 0.87 0.42
H -5.997244 -0.572468 -3.874784 -0.11 0.53 -0.28
H -4.383984 -1.404917 -2.075114 -1.18 -0.30 -0.20
H -4.061744 0.149953 -2.638484 0.47 0.25 -0.50
H -3.026714 -2.312217 -3.512284 0.33 -0.28 -0.17
O 3.673696 -1.906307 3.823766 -0.13 0.70 -1.15
C 3.770446 -1.512707 5.157996 1.75 -2.02 1.15
C 4.843826 -2.382427 5.933526 0.10 1.30 -1.42
O 4.521976 -3.746287 5.770266 -0.75 -0.38 1.07
H 3.879356 -2.830127 3.662966 -0.01 -0.15 0.54
H 4.052166 -0.461147 5.212296 -0.28 -0.01 -0.03
H 2.852066 -1.765847 5.687706 -0.32 0.51 0.08
H 4.899946 -2.013678 6.957716 -0.31 -0.32 0.28
H 5.864106 -2.383957 5.549956 0.11 1.22 -0.37
H 4.715656 -4.093438 6.644096 -0.21 -0.80 -0.17
O -2.759084 4.847343 3.274076 -0.19 -0.03 0.17
H -2.369874 4.530872 2.458856 0.15 -0.23 -0.24
H -2.352924 5.702063 3.417966 0.09 0.21 0.06
O 1.516806 4.767552 5.504186 0.08 -0.14 -0.20
H 2.070556 5.436583 5.906666 0.18 0.17 0.07
H 0.705846 4.789792 6.012206 -0.26 -0.05 0.09
```
Forces are in eV/Å.

Properties
charge = 0
Kohn-Sham gap = 9.93 eV
multiplicity = 1
SMILES = NC(N)=O.NC(N)=O.OCCO.OCCO.OCCO.O.O

=====

(4)
A 9-piece molecular cluster, C8H30O8 overall at a distorted geometry. Source: OMol25; level of theory: ωB97M-V/def2-TZVPD.

Geometry as XYZ:
```
46
Properties=species:S:1:pos:R:3:forces:R:3
C -1.374980 0.576774 0.896782 1.22 -1.70 -2.90
C -1.251963 -0.613211 0.252832 0.39 -0.21 2.01
C -0.540878 -0.702616 -1.060266 1.74 -0.96 -1.38
C -1.335146 -0.080386 -2.238747 -2.82 -2.74 0.32
C -1.628577 -1.955870 0.903338 1.34 1.36 2.20
C -2.401971 -2.938285 0.183375 -0.34 -2.80 -2.62
C -1.174199 -2.322479 2.132890 -0.38 2.77 -1.11
C -0.314889 -1.546737 3.067122 2.83 1.55 -3.25
H -1.012826 1.468686 0.445526 0.36 0.56 -1.15
H -1.598458 0.806390 1.859526 -1.45 -0.45 2.93
H 0.539775 -0.264633 -1.057849 -1.96 -0.56 0.42
H -0.318587 -1.859346 -1.338256 -1.05 2.87 0.33
H -0.743045 0.548516 -2.828095 0.85 0.62 -1.16
H -2.314821 0.459732 -1.996290 1.57 -0.65 0.23
H -1.699285 -1.038888 -2.790080 0.58 2.04 0.13
H -1.854812 -3.233717 -0.778514 -0.38 0.22 1.07
H -2.520937 -3.926921 0.728428 0.04 1.36 -0.44
H -3.353380 -2.644520 -0.256417 -0.29 0.37 0.47
H -1.648802 -3.109609 2.642619 -0.33 -1.57 0.08
H 0.437627 -2.168668 3.463553 0.75 -0.92 0.89
H -0.792990 -1.039897 3.796070 -2.15 0.96 2.87
H 0.301854 -0.628528 2.685567 -1.04 -1.77 -0.37
O 2.442554 2.490168 -0.226456 -2.47 -1.84 -1.38
H 2.023316 2.241938 0.600761 -0.52 -0.09 0.34
H 3.162210 2.943841 0.078299 3.15 2.03 0.91
O 1.410546 -2.975062 -0.144201 0.88 3.43 -4.15
H 0.590250 -2.603908 -0.574007 1.76 -0.26 0.43
H 1.006923 -3.486933 0.450056 -1.99 -3.51 4.16
O 3.978924 -1.652153 1.353349 2.96 2.14 4.40
H 3.694479 -2.058837 0.624241 -2.31 -2.36 -4.39
H 3.309713 -1.101884 1.731057 -0.78 0.21 -0.05
O 1.568106 1.992581 -3.567399 2.73 0.02 -3.22
H 2.094460 1.330470 -3.109282 0.39 -0.19 -0.04
H 0.926502 2.055688 -2.951732 -3.78 0.89 3.00
O -3.922786 1.820346 -0.563029 -2.16 0.38 -2.64
H -3.480634 1.557469 0.177746 1.71 -1.80 3.29
H -3.493660 2.640023 -0.715726 0.39 1.43 -0.71
O 1.063130 2.570727 2.149755 -2.90 0.46 0.99
H 1.007490 3.201638 2.923247 0.18 -1.03 -1.33
H 0.073278 2.393598 1.919349 2.66 0.52 0.52
O -0.338921 3.768861 -0.530071 -4.63 0.80 -1.69
H 0.551925 3.838749 -0.642557 4.40 -0.06 -0.09
H -0.654361 4.196370 -1.388894 0.26 -0.89 1.80
O 2.804994 0.206083 -2.157832 1.94 -0.27 -0.59
H 3.230048 0.524730 -1.348532 -0.46 0.16 0.23
H 3.552788 0.319721 -2.801256 -0.91 -0.53 0.65
```
Forces are in eV/Å.

Properties
charge = 0
Kohn-Sham gap = 9.12 eV
multiplicity = 1
relative energy (zero: lowest compared OMol25 entry of this formula, charge and spin) = 104.8 kcal per mole
SMILES = C=C(CC)/C(C)=C\C.O.O.O.O.O.O.O.O

=====

(5)
C8H32B2O4Pd as an isolated structure at a distorted geometry. Source: OMol25; level of theory: ωB97M-V/def2-TZVPD.

Geometry as XYZ:
```
47
Properties=species:S:1:pos:R:3:forces:R:3
Pd -1.893874 1.430327 11.616673 0.19 -0.69 0.83
B -2.768168 3.671882 9.051162 -0.06 0.09 1.36
H -3.025058 4.487353 8.392929 0.95 3.71 -3.25
H -2.211099 4.071011 9.884581 0.99 2.63 3.66
H -3.660741 3.188873 9.417579 -2.62 -3.46 2.33
H -2.219514 2.958236 8.456249 0.86 -3.18 -3.91
B -1.444065 -1.055307 14.114295 -0.76 0.50 -0.57
H -0.623224 -0.910797 13.429028 3.82 0.31 -3.12
H -1.726940 -0.092329 14.510391 -1.44 4.04 1.89
H -2.270253 -1.481864 13.566837 -3.34 -1.66 -2.24
H -1.139277 -1.697264 14.926233 1.52 -2.31 3.13
C -7.702762 3.173099 12.306180 0.50 -0.13 0.21
C -6.659757 2.096108 12.579304 0.49 0.12 0.13
O -5.417851 2.659261 13.074309 -0.69 -0.30 -0.47
H -7.313843 3.803648 11.506644 -0.39 0.01 -0.16
H -7.844195 3.818865 13.172825 0.05 -0.04 0.19
H -8.678332 2.738291 12.088675 0.09 0.04 -0.33
H -6.394082 1.570174 11.662294 0.02 0.13 -0.09
H -7.017002 1.319434 13.255517 -0.10 0.10 0.26
H -5.650806 3.170512 13.852735 0.14 0.05 0.17
C 2.466649 4.032063 14.965605 -0.75 -1.16 0.58
C 0.966436 3.768237 15.232978 1.63 0.71 0.61
O 0.292230 3.945067 14.030483 -1.06 -0.32 -1.07
H 2.514303 5.006337 14.479183 0.61 -0.05 0.13
H 2.855659 3.221749 14.349019 -0.07 0.28 -0.50
H 3.042865 3.923522 15.884454 0.05 0.67 0.12
H 0.618934 4.547193 15.911646 -0.11 -0.24 0.57
H 0.800613 2.779595 15.660995 -0.24 0.06 -0.27
H 0.363885 4.883919 13.843337 -0.14 0.01 -0.29
C 2.819898 3.862023 9.337122 0.46 -0.88 -0.14
C 2.387108 2.415105 9.013378 0.09 2.36 -2.23
O 1.785505 1.894668 10.108080 -0.64 -1.76 1.94
H 3.235863 4.350169 8.455768 0.16 0.12 0.15
H 3.553768 3.752453 10.135577 0.33 0.41 -0.10
H 2.016027 4.466598 9.757119 -0.23 -0.22 -0.24
H 3.196035 1.789893 8.635419 0.37 0.13 0.14
H 1.669656 2.437846 8.193110 -0.23 0.03 -0.16
H 2.462208 1.332134 10.491781 -0.43 -0.20 0.66
C -1.586380 -2.174755 6.705930 0.66 0.25 -0.48
C -1.466079 -2.501302 8.160005 -0.67 -0.28 0.33
O -2.323509 -1.625213 8.908406 0.28 -0.26 0.08
H -0.777061 -2.638805 6.142243 0.06 0.04 -0.12
H -1.522287 -1.090777 6.611157 -0.04 -0.01 -0.34
H -2.518434 -2.547329 6.280995 -0.12 0.17 0.07
H -0.459448 -2.426951 8.571416 -0.09 0.23 -0.11
H -1.804150 -3.531133 8.275078 0.16 -0.21 0.43
H -3.209552 -1.884302 8.644962 -0.24 0.18 0.19
```
Forces are in eV/Å.

Properties
charge = 0
Kohn-Sham gap (alpha / beta) = 6.89 / 2.43 eV
multiplicity = 3
relative energy (zero: lowest compared OMol25 entry of this formula, charge and spin) = 133.7 kcal per mole